{
  "formula": "C24H41BiN10Se",
  "method": "ωB97M-V with the def2-TZVPD basis set",
  "homo_ev": -13.786,
  "energy_ev": -111627.9355,
  "homo_lumo_gap_ev": 8.1,
  "charge": 2,
  "lumo_ha": -0.2079,
  "species": ["C", "C", "H", "C", "H", "H", "H", "H", "C", "H", "H", "C", "C", "H", "C", "H", "Se", "N", "H", "H", "N", "C", "C", "C", "N", "H", "N", "C", "H", "H", "H", "H", "H", "H", "N", "H", "H", "H", "Bi", "C", "N", "C", "H", "C", "H", "C", "C", "H", "N", "N", "H", "C", "H", "H", "C", "H", "N", "N", "H", "H", "H", "H", "C", "C", "H", "H", "C", "H", "H", "C", "C", "C", "H", "H", "H", "H", "H"],
  "xyz": [[1.68135, -0.77775, 4.30618], [4.24685, -0.65254, -3.05705], [-5.13991, 2.89871, -1.11390], [1.33147, 0.36227, 2.31780], [1.29168, 3.28157, 0.85531], [-1.79217, -2.14515, -1.68812], [2.52847, -2.38744, 3.08695], [-3.05378, 4.41144, 2.92995], [-3.44088, 3.39147, 2.94199], [-4.93773, 1.22729, -0.55665], [2.64723, -2.11980, 0.76144], [0.55382, -2.59387, -4.04957], [2.98616, -2.38485, -4.33841], [3.15129, -3.33853, -3.82450], [-2.10515, -3.23971, 1.50315], [1.68761, -0.89648, -0.08453], [-1.64957, -0.45259, 0.96372], [1.39596, 0.49934, 3.65713], [2.66841, -0.74014, 4.77932], [4.92049, -0.75607, -3.90779], [0.72455, -1.59850, -3.00627], [-2.34159, -4.57025, 1.18239], [-4.87324, 2.71073, 1.05171], [-0.54210, 2.99231, 1.94938], [-1.28155, 2.66852, 0.74760], [-3.34347, 3.18305, -2.42897], [1.79383, 0.06117, -1.87107], [-1.88691, -2.34677, 0.46201], [-2.37867, 1.71380, -2.35681], [-2.17232, -4.58346, -2.03720], [0.89698, -2.34015, 0.59780], [3.80979, -2.23038, -5.03714], [-5.39840, 3.66868, 1.10812], [2.29451, 2.26711, 4.40173], [2.98890, -1.29063, -3.38630], [-4.44880, 3.41689, 3.35091], [0.93094, -0.97353, 5.07526], [-0.42787, -2.45601, -4.50841], [-0.09603, 1.03407, -0.47341], [1.65804, -2.41520, -5.07894], [1.12625, 1.29359, 1.38060], [-2.14590, -4.16392, -1.04001], [-5.42959, 1.96693, 1.62529], [1.40763, 1.64512, 4.53908], [3.44234, 0.57193, -0.68303], [-1.91605, -2.80554, -0.84245], [1.68514, -1.59540, 0.74365], [1.52932, 2.99057, 2.57416], [-2.35033, -5.01479, -0.05784], [-3.53341, 2.84682, 1.60504], [0.59437, -3.60264, -3.62162], [1.86693, -0.91656, -2.75083], [-2.83590, 2.77312, 3.59970], [1.43129, 1.25779, 5.55542], [1.62282, -1.78194, 3.16587], [1.51669, -1.47279, -5.61380], [-3.18539, 2.37411, -0.52700], [1.49205, -0.93310, 1.99872], [-0.88139, 2.36795, 2.78016], [3.59379, 1.30530, -3.64287], [4.91063, 1.30710, -2.45657], [4.70776, -1.14863, -2.19376], [-4.62872, 2.26372, -0.38771], [-2.59707, 2.67180, 0.66044], [1.64197, -3.23261, -5.79639], [-1.72399, 3.25709, -1.72909], [3.98698, 0.81389, -2.75148], [2.62301, 1.91675, -1.48896], [0.50467, 2.24390, 4.44107], [-2.61659, 2.63833, -1.82327], [2.96745, 0.88502, -1.62205], [0.94165, 2.69914, 1.70958], [0.75963, -2.45287, 3.22917], [-2.10758, -2.89448, 2.52633], [-0.65950, 4.04581, 2.20721], [-2.52848, -5.30397, 1.95422], [-0.09067, -1.31515, -2.49181]],
  "atomic_forces_ev_per_a": [[0.2, -0.3, 0.2], [0.2, 0.4, 0.2], [0.1, 0.0, 0.0], [0.0, -0.3, -0.3], [0.1, 0.1, 0.0], [-0.1, 0.0, 0.0], [-0.1, 0.0, 0.0], [0.0, 0.0, 0.1], [0.3, 0.1, 0.3], [-0.1, 0.1, 0.0], [0.0, 0.1, -0.1], [0.0, -0.3, -0.2], [-0.1, -0.3, -0.4], [0.1, 0.0, -0.1], [0.1, 0.3, 0.0], [0.1, -0.2, 0.0], [-0.9, -1.3, 0.2], [-0.1, -0.2, 0.0], [-0.1, 0.0, 0.0], [-0.1, 0.0, 0.0], [-0.1, -0.1, 0.0], [0.0, 0.3, 0.3], [-0.4, 0.0, -0.1], [0.0, 0.2, 0.3], [0.2, 0.0, -0.2], [0.1, 0.0, 0.0], [0.0, 0.0, -0.2], [0.2, 0.7, 0.1], [0.0, 0.0, -0.1], [0.0, 0.1, -0.1], [0.0, 0.0, -0.1], [0.0, 0.0, 0.1], [0.0, -0.1, 0.0], [-0.1, 0.0, 0.0], [-0.2, 0.1, -0.1], [0.1, 0.0, 0.0], [0.1, 0.0, 0.0], [0.1, 0.0, 0.1], [0.2, 0.3, -0.5], [0.0, 0.0, 0.2], [0.2, -0.2, -0.2], [0.1, 0.4, -0.3], [0.0, 0.1, 0.0], [0.0, 0.4, 0.0], [0.0, 0.1, 0.0], [0.0, -0.1, 0.0], [0.0, -0.1, -0.2], [0.0, 0.1, -0.1], [-0.1, -0.7, -0.1], [-0.1, -0.1, -0.1], [0.0, 0.1, -0.1], [-0.1, 0.1, 0.2], [0.0, 0.0, 0.0], [0.0, 0.1, 0.0], [-0.1, -0.1, 0.2], [0.0, -0.1, 0.0], [-0.2, 0.3, 0.1], [0.3, -0.1, 0.4], [0.1, 0.1, 0.1], [0.0, 0.0, 0.0], [0.0, 0.1, 0.0], [0.1, 0.0, -0.1], [-0.2, -0.3, -0.1], [0.1, -0.1, 0.0], [0.0, 0.0, 0.0], [0.0, 0.0, 0.0], [-0.1, -0.1, 0.2], [0.1, 0.1, 0.1], [0.0, 0.1, 0.0], [0.1, 0.0, -0.2], [0.1, -0.1, 0.0], [-0.3, 0.2, 0.2], [0.1, 0.0, 0.0], [0.0, -0.1, 0.1], [0.0, 0.0, 0.1], [0.0, 0.0, 0.1], [0.2, 0.1, 0.0]]
}

***

{
  "formula": "C24H41FN3O10S2",
  "method": "ωB97M-V with the def2-TZVPD basis set",
  "homo_ev": -12.488,
  "energy_ev": -74868.7811,
  "homo_lumo_gap_ev": 8.0,
  "charge": 1,
  "lumo_ha": -0.1645,
  "species": ["H", "C", "H", "H", "H", "H", "H", "N", "H", "H", "H", "C", "H", "C", "H", "H", "H", "O", "H", "H", "O", "H", "C", "C", "C", "H", "C", "C", "C", "H", "O", "O", "H", "C", "H", "C", "H", "H", "H", "H", "H", "H", "N", "C", "C", "C", "C", "C", "H", "C", "O", "C", "N", "H", "H", "H", "H", "H", "O", "O", "C", "H", "S", "C", "O", "O", "H", "H", "F", "C", "H", "O", "H", "C", "C", "H", "C", "H", "H", "H", "S"],
  "xyz": [[-3.41468, -1.13950, 0.60356], [-1.56937, 1.91317, -3.46379], [-3.47107, -4.93354, 0.20057], [-5.62582, 1.91697, -5.28696], [-6.73660, 2.37005, -7.40928], [-1.33088, -6.42619, 0.62182], [0.23437, 5.43034, 3.73827], [-0.32195, -0.22954, -3.94107], [2.97503, 4.37059, 4.63047], [-2.77720, -1.51956, 2.37314], [6.03188, 0.20433, 1.25363], [-1.22814, -0.76059, 0.81767], [4.25343, 2.02743, 0.23998], [-3.08843, 0.68441, 1.85197], [3.12461, 1.44825, 1.61420], [5.04000, -2.02156, 1.95235], [1.24211, 6.02566, 5.08298], [-4.86455, 0.11885, -5.91115], [1.47689, 3.43400, 4.39244], [-2.31325, -4.54705, 3.01121], [2.29161, -2.12046, 1.11157], [2.23271, -0.33970, 2.36606], [0.84598, 1.25438, -2.17413], [4.87861, -0.50104, 3.59753], [-0.18660, -2.71925, 2.47959], [2.66566, -1.92619, 3.18268], [1.25998, 5.58528, 4.08530], [2.84547, -1.29693, 2.22235], [4.90041, 0.03269, 1.06071], [0.72198, -2.81592, 3.16300], [-4.92451, 1.49430, -7.92653], [-3.71943, -0.67610, -7.96357], [-0.10421, -4.10287, 0.68105], [-6.21356, 1.41753, -7.31601], [5.81530, 0.16215, 3.53613], [0.01312, -1.63227, 1.29921], [-1.14097, -0.27548, -4.57076], [4.12009, 0.27094, -1.08243], [1.83318, 0.96104, -2.66716], [5.85133, -0.31876, -0.96596], [-1.09580, 2.96908, -3.54911], [-2.97350, -6.68412, 1.40892], [1.24690, -1.37260, 0.62412], [4.42871, -1.07223, 2.12965], [-0.42787, -4.18064, 1.77768], [-1.93069, -4.72489, 1.93607], [-2.95789, -4.10927, 0.81940], [-0.32915, 0.89514, -3.24323], [4.94851, -1.31941, 4.39109], [-2.68773, -0.84705, 1.45728], [4.03149, 5.89314, 2.01459], [4.20692, 1.48496, 1.24699], [1.59431, -0.56981, -0.36457], [-3.78979, -3.54447, 1.39813], [-1.64157, 0.89015, -0.80280], [0.79606, 2.36013, -1.85151], [0.27144, -4.91605, 2.32117], [-6.81976, 0.59677, -5.38530], [1.91306, 6.46052, 3.16585], [1.83053, 5.66229, 0.81521], [-1.89477, -6.33135, 1.62243], [-2.18341, 1.66761, -4.40650], [-3.90007, 0.49546, -7.16264], [-0.84782, 0.19770, -0.34404], [2.42189, 4.12393, 2.67236], [-2.20025, 1.33019, 2.47394], [4.51815, -1.55065, -0.61541], [-1.41659, -6.93067, 2.47520], [-4.34164, 1.25192, 1.51188], [-5.94977, 1.04599, -5.86464], [-6.78600, 0.63752, -7.82569], [-2.80235, 1.27511, -6.66548], [4.01804, 0.21614, 3.90706], [2.05585, 4.28919, 4.04267], [0.59162, 0.24670, -0.92984], [4.83659, 2.02896, 2.05463], [4.80213, -0.45203, -0.48741], [-2.26315, 1.96186, -2.54671], [-1.07646, -2.44199, 3.15723], [-2.45032, -3.34272, 0.13014], [2.63161, 5.58960, 2.00053]],
  "atomic_forces_ev_per_a": [[1.2, 0.0, 1.6], [1.2, 0.8, 0.6], [1.0, 1.4, 0.9], [-0.1, 0.0, 0.0], [0.3, 0.0, -0.1], [-0.7, -0.2, 1.7], [0.0, 0.0, 0.1], [0.6, 2.9, 2.2], [-0.1, 0.0, 0.0], [0.1, 1.0, -1.4], [-1.9, -0.4, -0.2], [4.2, 0.7, -2.1], [0.0, -0.6, 1.6], [3.7, 2.0, 2.6], [1.4, 0.0, -0.6], [-1.3, 1.0, 0.0], [0.1, 0.1, -0.2], [0.3, -0.1, -0.8], [0.0, 0.0, -0.3], [0.6, -0.2, -1.7], [-0.1, 1.6, 0.5], [1.1, -1.3, -0.5], [-0.7, -1.8, -0.1], [-1.4, 0.6, -0.4], [0.5, -0.2, -0.9], [0.3, 1.0, -1.6], [-0.5, -0.3, 0.1], [1.5, -0.8, 2.1], [0.2, 0.1, -0.7], [-1.2, 0.5, -1.2], [0.7, -0.3, 0.7], [0.2, 0.9, 0.8], [-0.6, -0.4, 1.5], [-0.6, -0.3, 0.1], [-1.3, -1.4, 0.1], [-2.1, 2.4, -1.1], [0.5, 0.2, 0.4], [0.9, -1.6, 1.0], [-1.3, 0.6, 0.8], [-1.7, -0.3, 0.8], [-1.0, -1.6, 0.0], [1.8, 0.4, 0.6], [-3.2, -1.1, 1.1], [0.7, 1.4, 0.6], [-0.1, 0.1, 0.8], [0.0, -1.1, -1.2], [-0.3, 0.6, 1.1], [-1.7, -1.4, -1.8], [0.1, 1.2, -1.2], [-0.8, 1.5, -1.8], [-1.2, -0.1, -0.3], [0.9, -0.5, 0.5], [-3.3, 2.0, -1.3], [1.2, -0.9, -1.2], [1.4, -1.2, 0.8], [0.1, -1.9, -0.4], [-1.0, 1.1, -1.0], [0.2, -0.2, -0.1], [0.6, -0.6, -0.4], [0.8, -0.2, 0.7], [-0.4, 1.0, -0.2], [1.2, 0.3, 1.5], [-0.3, -0.1, -0.4], [1.0, -2.2, 1.8], [-0.4, 0.6, -0.5], [-4.9, -2.4, -3.0], [0.1, 1.6, 0.2], [-0.6, 0.8, -1.4], [2.9, -1.7, 0.6], [-0.2, 0.7, 0.1], [0.0, 0.1, 0.1], [-0.5, -0.7, -0.4], [1.5, -1.1, -0.2], [0.3, 0.2, 0.6], [-1.6, -1.0, 2.2], [-1.3, -0.5, -1.5], [0.8, 0.7, -0.2], [1.0, -0.2, -1.3], [1.4, -0.2, -1.3], [-0.7, -1.3, 0.9], [0.2, 0.2, 0.1]]
}